(1)
{
  "formula": "C24H66N6O6",
  "method": "the ωB97M-V functional and the def2-TZVPD basis",
  "lumo_energy_ha": 0.0213,
  "homo_lumo_gap_ev": 9.69,
  "smiles": "COC[C@H](C)N.COC[C@H](C)N.COC[C@H](C)N.COC[C@H](C)N.COC[C@H](C)N.COC[C@H](C)N",
  "symbols": ["H", "H", "H", "H", "H", "H", "H", "C", "C", "C", "H", "H", "O", "H", "O", "H", "H", "H", "H", "O", "H", "H", "H", "C", "H", "C", "H", "N", "H", "H", "C", "H", "H", "H", "N", "C", "H", "H", "C", "C", "H", "H", "H", "H", "H", "C", "H", "O", "N", "C", "C", "H", "H", "H", "N", "H", "H", "C", "C", "H", "H", "H", "H", "C", "O", "H", "H", "H", "H", "N", "C", "H", "C", "H", "H", "H", "H", "H", "C", "H", "C", "C", "H", "C", "O", "C", "H", "H", "H", "H", "H", "H", "H", "H", "H", "H", "H", "H", "C", "N", "C", "H"],
  "coordinates": [[-34.643, 11.133, -6.760], [-38.019, 22.684, -2.524], [-27.147, 25.560, -11.744], [-42.099, 23.784, -16.830], [-31.979, 19.803, -9.115], [-24.977, 23.304, -7.441], [-32.993, 15.992, -16.874], [-38.309, 14.729, -6.300], [-40.586, 21.412, -18.082], [-31.317, 19.269, -6.460], [-35.979, 12.874, -8.225], [-26.242, 23.461, -8.584], [-31.751, 17.203, -15.812], [-40.418, 21.451, -17.006], [-36.028, 23.272, -2.330], [-35.249, 19.915, -10.713], [-25.882, 26.026, -12.569], [-27.024, 25.567, -6.925], [-24.344, 25.759, -8.036], [-35.687, 12.900, -6.190], [-32.790, 18.358, -8.569], [-34.000, 11.984, -5.434], [-27.991, 16.218, -16.573], [-37.772, 13.667, -7.370], [-26.687, 27.280, -11.518], [-41.963, 23.643, -17.902], [-26.190, 27.242, -8.926], [-27.988, 17.182, -16.271], [-24.622, 23.618, -9.132], [-38.349, 11.949, -6.488], [-36.033, 23.970, -1.120], [-38.098, 15.785, -6.472], [-35.954, 14.485, -7.536], [-30.448, 17.858, -17.318], [-33.740, 19.387, -6.253], [-25.280, 23.892, -8.307], [-34.396, 22.132, 0.322], [-27.126, 25.801, -9.192], [-29.187, 18.952, -15.135], [-26.320, 26.256, -11.598], [-30.394, 19.622, -6.920], [-34.079, 24.622, -1.415], [-33.968, 12.759, -7.136], [-30.137, 19.280, -14.713], [-33.487, 19.844, -10.935], [-32.822, 19.446, -8.523], [-25.797, 24.687, -6.427], [-39.366, 22.035, -18.681], [-26.020, 25.592, -6.817], [-25.370, 25.401, -8.120], [-33.825, 22.887, -0.217], [-36.368, 24.979, -1.360], [-41.916, 22.155, -19.487], [-35.139, 24.786, 1.346], [-38.575, 12.441, -7.340], [-32.876, 23.219, 0.204], [-41.138, 24.232, -18.303], [-37.277, 23.248, -3.089], [-34.485, 12.148, -6.396], [-28.994, 19.552, -16.024], [-33.803, 17.330, -16.118], [-33.513, 22.433, -1.158], [-40.039, 22.892, -20.417], [-36.290, 13.462, -7.361], [-34.105, 19.813, -8.996], [-33.617, 25.245, 0.991], [-42.874, 24.104, -18.284], [-39.398, 14.704, -6.321], [-42.942, 21.370, -17.009], [-43.138, 21.528, -17.988], [-39.369, 22.118, -20.044], [-38.373, 22.418, -20.369], [-30.467, 17.135, -16.503], [-37.686, 24.143, -3.556], [-31.205, 19.722, -5.475], [-39.683, 21.180, -20.502], [-34.378, 19.143, -6.996], [-39.570, 12.512, -7.180], [-26.107, 26.189, -9.192], [-34.186, 20.074, -5.662], [-34.585, 24.187, -0.553], [-34.329, 19.439, -10.373], [-29.497, 16.953, -14.644], [-41.886, 22.160, -18.397], [-25.503, 25.939, -10.501], [-32.630, 19.878, -7.023], [-34.373, 18.367, -10.566], [-31.328, 18.179, -6.437], [-28.364, 19.108, -14.438], [-32.546, 20.960, -6.919], [-32.802, 17.639, -17.560], [-40.558, 20.409, -18.508], [-43.155, 20.599, -18.384], [-38.113, 14.404, -5.278], [-37.154, 22.635, -3.982], [-27.162, 17.231, -15.690], [-36.663, 23.398, -0.440], [-30.450, 16.152, -16.974], [-29.279, 17.480, -15.574], [-34.540, 25.117, 0.603], [-32.890, 17.053, -16.645], [-38.097, 14.151, -8.291]],
  "atomic_forces_ev_per_a": [[-0.4260, -0.0066, -0.4834], [-0.3179, 0.4464, 0.2948], [-0.7803, -0.0239, 0.9585], [0.6010, -0.4065, 0.2067], [-0.1282, 0.4116, -0.3017], [0.3470, 0.4887, 0.2582], [-0.0829, -0.1598, -0.4437], [-0.3322, -1.1573, -0.0918], [1.3554, 1.2892, -0.5771], [-0.0526, 1.0363, 0.0020], [-0.1725, -0.1616, -0.1735], [-0.3619, 0.1577, -0.0361], [1.0138, 0.7511, 0.2776], [0.2605, -0.3853, -0.0192], [-0.2056, -0.3810, -2.0857], [0.0546, -0.0581, 0.1943], [1.1908, 0.7068, 0.2669], [-0.3227, 0.0997, -0.1139], [0.0586, 0.3090, -0.0347], [-1.1926, -0.2121, 0.5091], [0.3031, -0.3834, 0.2005], [0.1733, 0.7175, -0.0842], [-0.1080, -0.2284, -0.2544], [-2.9391, 1.2086, 1.2545], [-0.0455, 0.0688, -0.3435], [-0.0348, -0.4659, -0.8154], [0.4071, 0.2155, -0.2029], [-1.1638, -0.6528, -0.0258], [0.1746, 0.0267, -0.0122], [0.6894, -0.4434, 0.1532], [0.4737, 0.8408, 0.3944], [0.7196, -0.1553, 0.0079], [0.7536, 0.1571, 0.1643], [-0.1813, 0.2101, -0.2369], [-0.6210, -0.6796, -0.3866], [-0.1892, -0.5839, -1.8501], [0.1948, 0.2838, 0.4562], [-0.3639, -0.1114, -0.2427], [-0.6526, -0.2231, -0.9468], [-0.6832, -0.4129, -0.1977], [-0.0841, -0.0819, -0.7153], [0.2725, 0.3779, 0.1977], [1.0494, -0.4999, 0.2333], [0.1028, 0.0123, 0.2167], [-0.0446, 0.0009, -0.3913], [-0.0364, -0.1949, 1.2079], [-0.3128, 0.2905, 1.1316], [-1.3041, -0.2818, 2.6372], [0.2612, 0.1610, 0.0738], [0.4781, -0.2816, 0.3184], [0.0871, 0.4774, -1.5014], [-0.6206, 0.1753, 0.6671], [-0.1194, 0.4520, -0.2022], [-0.0368, -0.0798, 0.0976], [0.7684, -1.1268, 0.7777], [-0.1287, -0.4527, 0.6722], [0.1889, -0.0348, 0.3820], [0.7090, -1.2243, 0.3429], [-0.9425, 0.7226, -0.4555], [0.0637, 0.1587, -0.0108], [0.2964, 0.2733, 0.2395], [-0.2060, -0.3052, -0.1510], [-0.2562, 0.1919, -0.1115], [0.8875, -0.1297, -0.4082], [-0.2028, 0.0897, -0.7015], [0.0923, -0.2267, -0.2594], [-0.0650, -0.2520, -0.3820], [-0.1994, -0.1740, -0.3848], [-0.7726, -0.2534, 0.6747], [1.0395, -0.4123, 0.5716], [-0.2378, 0.3787, -1.1576], [0.0847, -0.3118, -0.0061], [-1.0000, 0.7092, -0.0163], [0.3223, 0.7940, 0.9486], [-0.2134, -0.6118, 0.4293], [0.1684, -0.2985, -0.2891], [-0.9592, -0.1609, 0.5884], [-0.2422, 1.0322, -0.5927], [0.1069, -1.2427, -1.0752], [0.1044, 0.1165, -0.0955], [-0.0467, -0.9886, 0.1265], [0.6491, 0.7952, 0.6421], [0.4644, -0.6813, 0.1137], [-0.1430, 1.4368, -1.0918], [0.0341, 0.1309, 1.1017], [1.3519, -0.4176, -0.8002], [-0.0333, -0.2023, 0.3967], [-0.1302, 0.1278, 0.1726], [-0.1208, -0.1120, 0.0913], [0.0404, 0.2122, -0.4397], [-0.0270, 0.0475, -0.1111], [-0.5324, -0.3127, 0.3473], [-0.2333, -0.3345, -0.1673], [0.5853, 0.2550, 0.0521], [0.7887, -0.2921, 0.1588], [-0.1917, 0.4424, 0.4707], [-0.2657, 0.4257, 0.5435], [0.6672, -0.3091, 0.1533], [0.3134, 0.2911, 0.3831], [-1.1091, 0.1246, -0.9114], [0.6037, -0.5269, 0.1048], [0.8228, -0.0218, -0.4771]]
}



(2)
{
  "formula": "C24H66N6O6",
  "method": "the ωB97M-V functional and the def2-TZVPD basis",
  "lumo_energy_ha": 0.0226,
  "homo_lumo_gap_ev": 9.76,
  "smiles": "COC[C@H](C)N.COC[C@H](C)N.COC[C@H](C)N.COC[C@H](C)N.COC[C@H](C)N.COC[C@H](C)N",
  "symbols": ["C", "H", "H", "H", "H", "C", "N", "O", "N", "H", "H", "N", "H", "C", "C", "H", "C", "H", "C", "H", "H", "H", "C", "H", "H", "C", "C", "H", "H", "N", "C", "C", "H", "H", "C", "C", "C", "C", "H", "N", "C", "H", "H", "H", "H", "H", "H", "H", "H", "C", "H", "O", "H", "H", "H", "H", "C", "H", "H", "H", "H", "H", "H", "H", "H", "H", "H", "H", "H", "H", "H", "C", "H", "H", "C", "H", "H", "C", "H", "H", "O", "O", "H", "H", "O", "H", "H", "H", "H", "H", "H", "H", "H", "N", "H", "H", "O", "C", "H", "H", "C", "C"],
  "coordinates": [[-0.169, -25.021, 10.017], [0.741, -26.857, 9.941], [-1.159, -25.878, 8.298], [0.101, -21.003, 15.369], [7.058, -27.504, 10.624], [4.759, -21.055, 13.361], [3.895, -18.358, 11.415], [7.768, -23.155, 8.646], [0.973, -25.892, 9.730], [3.913, -18.309, 12.433], [3.261, -23.569, 12.654], [2.554, -19.028, 19.439], [9.145, -23.203, 7.103], [7.008, -18.327, 17.999], [5.497, -22.608, 8.974], [5.105, -22.078, 13.577], [5.795, -16.862, 11.714], [3.737, -19.349, 11.252], [4.912, -19.074, 18.765], [3.466, -19.565, 21.885], [5.155, -19.713, 21.538], [-0.721, -25.867, 11.896], [9.038, -22.830, 8.128], [7.032, -21.232, 8.515], [2.802, -21.541, 16.602], [2.188, -20.950, 15.905], [4.471, -25.591, 14.038], [4.200, -21.071, 12.417], [9.786, -23.286, 8.774], [2.175, -19.551, 16.342], [6.754, -22.260, 8.237], [5.083, -17.584, 9.431], [-1.329, -24.201, 11.606], [-1.813, -26.437, 9.862], [7.368, -26.455, 10.507], [-1.402, -25.583, 9.318], [0.803, -21.565, 15.996], [0.763, -24.788, 13.493], [4.818, -25.972, 10.784], [5.736, -22.339, 10.431], [3.968, -18.805, 19.914], [3.614, -26.262, 13.916], [4.120, -24.830, 14.738], [8.084, -16.864, 13.194], [-0.175, -24.650, 14.039], [5.668, -20.506, 13.104], [9.051, -17.211, 11.737], [4.965, -20.147, 18.557], [4.480, -20.713, 8.792], [4.852, -24.957, 12.704], [2.067, -20.667, 13.789], [7.142, -16.598, 11.368], [2.858, -22.204, 14.303], [8.003, -18.074, 18.365], [1.563, -24.233, 13.984], [1.072, -25.843, 13.547], [4.170, -19.768, 21.071], [9.212, -21.748, 8.122], [8.442, -26.445, 10.690], [6.589, -22.869, 10.626], [4.571, -18.512, 17.884], [4.134, -21.815, 7.461], [-2.188, -24.829, 9.231], [5.028, -22.913, 10.898], [1.986, -18.717, 20.222], [0.052, -24.058, 9.553], [6.645, -17.449, 17.445], [6.046, -17.477, 8.931], [5.717, -17.103, 12.785], [1.743, -25.625, 10.337], [2.724, -19.006, 15.679], [2.754, -21.134, 14.511], [5.228, -15.944, 11.544], [2.997, -24.937, 11.811], [8.061, -17.285, 12.175], [5.585, -24.174, 12.899], [4.583, -16.613, 9.379], [5.222, -18.009, 10.884], [7.784, -18.339, 12.318], [5.954, -18.824, 10.979], [0.654, -24.351, 12.162], [6.750, -25.609, 11.443], [2.348, -18.363, 18.699], [3.415, -22.081, 9.069], [4.021, -20.509, 14.412], [3.996, -20.793, 20.740], [0.769, -22.622, 15.731], [5.335, -26.125, 14.434], [5.396, -26.957, 12.173], [7.088, -19.190, 17.332], [4.477, -18.293, 8.865], [0.407, -21.439, 17.005], [5.249, -23.669, 8.849], [3.709, -24.257, 12.060], [7.131, -26.145, 9.485], [2.730, -19.461, 17.184], [6.190, -18.560, 19.120], [4.313, -21.763, 8.537], [6.620, -22.301, 7.147], [4.064, -17.769, 20.246], [5.404, -25.960, 11.708], [-0.471, -24.878, 11.492]],
  "atomic_forces_ev_per_a": [[-0.1404, -0.5424, -0.6672], [0.0005, 0.0026, 0.0295], [0.0987, -0.1332, 0.0560], [0.0976, -0.1695, -0.1739], [-0.1271, 0.1237, 0.0844], [0.5513, -0.4444, -1.0537], [0.1982, -0.3254, 0.3914], [0.1392, 0.0565, 0.1124], [0.0836, 0.1100, 0.2343], [0.0152, 0.1452, -0.0646], [0.1132, -0.0960, 0.0953], [0.8644, 0.4133, 0.4093], [0.0697, 0.0111, 0.0137], [0.2147, 0.4530, 0.1196], [-0.4425, 0.3942, 0.9913], [-0.2707, 0.0025, 0.0778], [-0.0282, 0.0250, 0.0962], [-0.1499, 0.1068, -0.3374], [0.3819, 0.8841, 0.2077], [-0.0993, 0.0301, -0.1627], [0.1119, 0.0988, -0.3036], [-0.0681, 0.0057, 0.0112], [-0.0386, 0.0342, -0.0213], [0.0282, 0.0089, -0.0810], [0.2063, 0.1616, -0.1842], [0.2261, -0.7262, 0.6776], [-0.1847, 0.0759, -0.2270], [-0.1439, -0.1951, 0.1532], [0.0098, -0.1067, -0.0899], [0.5056, 0.3808, -0.4631], [0.1607, 0.0683, -0.2052], [0.0489, 0.0409, -0.2304], [-0.0323, -0.1180, 0.2289], [0.0330, -0.0873, -0.0797], [-0.0063, -0.4657, -0.1044], [-0.1875, 0.3145, -0.1649], [-0.7011, 0.6048, 0.0108], [0.1888, -0.2119, 0.2310], [-0.0781, 0.0034, -0.0407], [0.0473, -0.9209, -0.6469], [-1.2164, -0.5095, -0.0196], [0.2376, -0.2495, -0.0872], [0.2947, 0.0683, 0.1121], [0.0795, 0.1242, -0.1821], [0.0424, 0.0019, 0.0692], [-0.1525, 0.4075, 0.5412], [0.0128, -0.0050, -0.1138], [-0.0364, -0.0170, -0.2149], [0.1037, -0.0414, 0.0172], [-1.3195, 0.8929, 0.0354], [0.0361, -0.2317, -0.1400], [-0.0449, 0.1177, -0.1577], [-0.1565, -0.0291, -0.0461], [-0.0204, -0.1122, 0.0463], [-0.1798, 0.1893, -0.0551], [-0.2801, -0.0156, -0.0722], [0.1392, 0.0292, 0.5322], [-0.0657, -0.0086, 0.0393], [0.0135, 0.2806, -0.1685], [0.0475, 0.2479, 0.1822], [-0.1063, -0.2759, -0.1020], [-0.0580, -0.1391, 0.0376], [0.0041, -0.0467, 0.1806], [-0.0932, 0.3071, 0.1713], [-0.2757, -0.2766, -0.1347], [0.0702, 0.1691, 0.3018], [-0.0616, -0.2010, -0.1709], [0.0506, -0.0663, 0.1189], [0.0439, 0.0115, -0.0374], [-0.0059, -0.0747, -0.1585], [-0.2357, -0.0377, -0.1404], [-0.0721, 0.5059, 0.1968], [-0.0266, -0.0373, -0.0511], [-0.0658, 0.2041, 0.0894], [-0.2011, -0.2190, 0.7484], [0.3348, -0.2308, -0.1568], [-0.0906, -0.0589, 0.0359], [0.0928, 0.3495, 0.1399], [0.1294, -0.0197, -0.3043], [-0.1949, -0.1675, -0.1344], [0.2597, 0.0940, 0.0185], [-0.0360, 0.0209, 0.1249], [-0.0703, 0.0519, 0.0150], [-0.0319, -0.0410, -0.0745], [0.1556, 0.1550, 0.2368], [0.0108, 0.0218, -0.0693], [0.0985, -0.0284, -0.0456], [-0.1650, -0.0513, 0.2728], [-0.1203, -0.0842, -0.2680], [-0.1148, -0.0549, -0.0048], [0.0420, -0.0581, 0.0487], [0.1860, -0.1479, 0.0683], [0.1560, -0.0154, -0.3023], [0.3407, -0.3578, -0.1972], [0.1489, 0.0369, -0.0227], [-0.3446, -0.3246, 0.1154], [-0.0867, -0.4369, 0.0439], [0.0117, 0.1797, -0.1146], [-0.0596, -0.0452, 0.0226], [0.4084, 0.0141, -0.0092], [0.7559, -0.0706, 0.4094], [-0.0149, 0.2928, -0.1458]]
}



Energy relative to the best compared isomer or geometry (same formula, charge and spin)
In order: 419.5 83.6
Unit: kJ/mol